# 1
{"formula": "C6H13GdO5", "method": "the ωB97M-V functional and the def2-TZVPD basis", "e_lumo_ev": [-4.73, -7.40], "spin_multiplicity": 9, "gap_ev": [6.2245, 4.6959], "charge": 1, "homo_ev": [-10.95, -12.10], "elements": ["O", "C", "C", "O", "C", "C", "O", "Gd", "H", "H", "H", "H", "H", "H", "H", "H", "O", "C", "O", "C", "H", "H", "H", "H", "H"], "coordinates": [[0.99, 0.67, -2.07], [0.84, 0.50, -0.74], [-0.59, 0.53, -0.28], [-1.25, 1.62, -0.97], [-2.67, 1.57, -1.11], [-3.01, 2.47, -2.30], [-2.22, 2.18, -3.41], [-0.34, 1.66, -3.12], [1.53, 1.09, -0.12], [-0.67, 0.68, 0.81], [-1.14, -0.40, -0.53], [-3.15, 1.91, -0.18], [-2.97, 0.53, -1.32], [-2.89, 3.52, -1.98], [-4.09, 2.33, -2.52], [1.90, -0.68, 0.55], [3.32, -2.54, 0.87], [1.45, -2.53, 2.99], [2.36, -1.49, 2.71], [2.76, -1.38, 1.39], [1.02, -2.34, 3.98], [0.64, -2.55, 2.24], [1.94, -3.52, 3.01], [3.58, -0.64, 1.41], [2.65, -3.20, 0.68]]}

***

# 2
{"formula": "C18H18ClN5O3S2", "method": "the ωB97M-V functional and the def2-TZVPD basis", "e_lumo_ev": 0.24, "spin_multiplicity": 1, "gap_ev": 8.6686, "smiles": "CCN(c1ccccc1)S(=O)(=O)c1ccc(Cl)c(NC(=O)CSc2ncn[nH]2)c1", "homo_ev": -8.43, "elements": ["C", "H", "H", "C", "N", "C", "C", "C", "C", "C", "C", "H", "H", "H", "H", "H", "S", "O", "O", "C", "C", "C", "C", "C", "C", "H", "H", "Cl", "N", "C", "O", "C", "H", "H", "S", "C", "N", "C", "N", "N", "H", "H", "H", "H", "H", "H", "H"], "coordinates": [[-1.39, -2.90, -1.35], [-1.41, -3.51, -2.25], [-0.52, -2.25, -1.39], [-2.69, -2.10, -1.28], [-2.74, -1.26, -0.09], [-2.76, -1.82, 1.19], [-3.21, -3.12, 1.43], [-3.22, -3.63, 2.71], [-2.80, -2.87, 3.78], [-2.35, -1.58, 3.55], [-2.32, -1.06, 2.27], [-1.96, -0.06, 2.10], [-2.01, -0.97, 4.38], [-2.81, -3.27, 4.78], [-3.57, -4.64, 2.87], [-3.56, -3.73, 0.61], [-3.15, 0.35, -0.26], [-4.09, 0.72, 0.75], [-3.50, 0.57, -1.63], [-1.62, 1.25, 0.04], [-0.50, 0.90, -0.69], [0.69, 1.60, -0.52], [0.70, 2.67, 0.39], [-0.44, 3.03, 1.10], [-1.61, 2.31, 0.92], [-2.51, 2.56, 1.46], [-0.39, 3.86, 1.78], [2.16, 3.56, 0.65], [1.85, 1.28, -1.22], [2.11, 0.10, -1.83], [1.39, -0.87, -1.85], [3.47, 0.08, -2.53], [3.63, 0.97, -3.14], [3.54, -0.82, -3.13], [4.86, -0.01, -1.34], [5.12, 1.68, -1.08], [4.32, 2.66, -1.44], [4.98, 3.77, -1.03], [6.11, 3.53, -0.44], [6.21, 2.19, -0.47], [7.01, 1.71, -0.07], [4.59, 4.76, -1.18], [2.59, 2.00, -1.24], [-0.56, 0.08, -1.38], [-3.55, -2.77, -1.31], [-2.77, -1.41, -2.12], [-1.30, -3.55, -0.49]]}

***

# 3
{"formula": "C4H8ClNS", "method": "the ωB97M-V functional and the def2-TZVPD basis", "e_lumo_ev": 0.55, "spin_multiplicity": 1, "gap_ev": 9.6851, "smiles": "CC(C)S.N#CCl", "homo_ev": -9.13, "elements": ["C", "C", "C", "C", "N", "S", "Cl", "H", "H", "H", "H", "H", "H", "H", "H"], "coordinates": [[-4.83, 0.79, -0.06], [-0.55, 1.03, 0.43], [1.28, -0.47, -0.47], [-0.21, -0.20, -0.40], [-4.76, 1.92, 0.07], [-1.08, -1.68, 0.24], [-4.88, -0.81, -0.24], [-1.62, 1.21, 0.45], [-0.20, 0.90, 1.46], [-0.06, 1.90, 0.01], [1.80, 0.39, -0.88], [1.48, -1.33, -1.10], [1.67, -0.68, 0.52], [-0.62, -0.08, -1.41], [-0.60, -1.61, 1.48]]}

***

# 4
{"formula": "C6H5I2N3", "method": "the ωB97M-V functional and the def2-TZVPD basis", "e_lumo_ev": [-2.75, -2.16], "spin_multiplicity": 1, "gap_ev": [5.8385, 6.7355], "smiles": "I/N=N\\N(I)c1ccccc1", "homo_ev": [-8.59, -8.90], "elements": ["C", "C", "C", "C", "C", "C", "N", "N", "N", "I", "I", "H", "H", "H", "H", "H"], "coordinates": [[-1.94, 1.16, 0.02], [-1.01, 1.53, 1.02], [-1.53, 0.27, -0.98], [0.27, 0.98, 1.06], [-0.30, -0.26, -0.96], [0.57, 0.05, 0.04], [1.78, -0.62, 0.15], [2.14, -1.81, -0.03], [1.95, -2.97, -0.14], [-0.02, -3.83, -0.05], [3.45, 1.19, 0.11], [-3.04, 1.42, -0.01], [-1.39, 2.28, 1.83], [-2.16, 0.14, -1.99], [1.07, 1.41, 1.64], [0.16, -0.94, -1.72]]}

***

# 5
{"formula": "C22H27N2O", "method": "the ωB97M-V functional and the def2-TZVPD basis", "e_lumo_ev": -4.60, "spin_multiplicity": 1, "gap_ev": 6.6130, "charge": 1, "homo_ev": -11.21, "elements": ["C", "C", "N", "C", "C", "C", "C", "C", "C", "C", "C", "C", "C", "C", "C", "C", "C", "C", "H", "H", "H", "H", "H", "H", "H", "H", "H", "H", "H", "H", "H", "H", "H", "H", "O", "C", "C", "C", "C", "C", "N", "H", "H", "H", "H", "H", "H", "H", "H", "H", "H", "H"], "coordinates": [[-1.29, -3.94, -0.62], [-1.50, -2.78, 0.26], [-2.29, -2.87, 1.36], [-2.42, -1.63, 1.98], [-1.67, -0.71, 1.21], [-1.61, 0.63, 1.61], [-2.24, 0.99, 2.81], [-2.92, 0.04, 3.59], [-3.02, -1.29, 3.18], [-1.04, -1.46, 0.15], [-0.13, -0.88, -0.83], [-0.64, 0.26, -1.64], [-1.90, 0.86, -1.46], [-2.15, 2.13, -1.99], [-1.18, 2.81, -2.72], [-1.39, 4.23, -3.14], [-0.01, 2.12, -3.07], [0.25, 0.87, -2.55], [-1.02, -3.59, -1.62], [-0.48, -4.59, -0.24], [-2.21, -4.55, -0.69], [-2.74, -3.73, 1.66], [-1.08, 1.36, 0.99], [-2.20, 2.03, 3.13], [-3.37, 0.37, 4.53], [-3.55, -2.05, 3.76], [0.43, -1.63, -1.39], [-2.67, 0.36, -0.87], [-3.11, 2.61, -1.79], [-0.51, 4.59, -3.68], [-2.27, 4.34, -3.80], [-1.55, 4.89, -2.28], [0.71, 2.61, -3.72], [1.19, 0.38, -2.78], [3.07, 0.18, -2.22], [3.83, 0.17, -1.04], [2.92, 0.35, 0.18], [3.71, 0.05, 1.46], [2.72, -0.56, 2.44], [1.47, -0.87, 1.62], [1.74, -0.53, 0.23], [3.67, 0.15, -2.98], [4.35, -0.80, -0.95], [4.55, 1.00, -1.04], [2.58, 1.41, 0.18], [4.48, -0.70, 1.24], [4.22, 0.93, 1.86], [3.09, -1.48, 2.91], [2.47, 0.15, 3.24], [1.19, -1.92, 1.69], [0.62, -0.30, 2.01], [0.92, 0.00, -0.16]]}

***

| no. | total energy (Ha) |
| --- | --- |
| 1 | -1377.8634 |
| 2 | -2452.8085 |
| 3 | -1070.3095 |
| 4 | -991.1127 |
| 5 | -1038.9740 |